Record 1
DFT (ωB97M-V with the def2-TZVPD basis set) results for a cluster of 11 separate species, C66H55N11O22 in total in a non-equilibrium geometry.

Computed properties:
Calculated total energy   -130736.889 eV
HOMO   -9.50 eV
ΔE to the lowest compared entry with this formula, charge and spin   78.87 kcal per mole
Frontier orbital gap   8.265 eV
SMILES   O=[N+]([O-])c1ccccc1.O=[N+]([O-])c1ccccc1.O=[N+]([O-])c1ccccc1.O=[N+]([O-])c1ccccc1.O=[N+]([O-])c1ccccc1.O=[N+]([O-])c1ccccc1.O=[N+]([O-])c1ccccc1.O=[N+]([O-])c1ccccc1.O=[N+]([O-])c1ccccc1.O=[N+]([O-])c1ccccc1.O=[N+]([O-])c1ccccc1

Positions of all 154 atoms, in Å:
O (-3.28963, 2.13177, 5.25604)
N (-3.50389, 3.32936, 5.46570)
O (-4.44482, 3.68911, 6.16183)
C (-2.55106, 4.32905, 4.98555)
C (-1.30620, 3.93807, 4.43308)
C (-0.39781, 4.83128, 3.84514)
C (-0.67580, 6.22183, 3.87297)
C (-1.87747, 6.60641, 4.41017)
C (-2.74007, 5.70714, 5.01904)
H (-1.06520, 2.90061, 4.25419)
H (0.50819, 4.50745, 3.35454)
H (0.11088, 6.92446, 3.64092)
H (-2.04176, 7.63761, 4.68591)
H (-3.62434, 6.03571, 5.54487)
O (3.46052, -2.75729, 4.70947)
N (2.48032, -3.10200, 5.31976)
O (2.38575, -4.21071, 5.78722)
C (1.32201, -2.21877, 5.43173)
C (1.45218, -0.84679, 5.38301)
C (0.29706, -0.04214, 5.36763)
C (-0.98378, -0.57973, 5.34285)
C (-1.11694, -1.96808, 5.40422)
C (0.01232, -2.78032, 5.46807)
H (2.41806, -0.38743, 5.23310)
H (0.32715, 1.02267, 5.18968)
H (-1.90471, -0.01778, 5.29293)
H (-2.06355, -2.47935, 5.30960)
H (-0.14754, -3.84130, 5.34486)
O (-2.79186, -4.01094, 2.18129)
N (-2.57860, -3.80930, 0.98823)
O (-1.74048, -4.52127, 0.32478)
C (-3.31023, -2.75008, 0.38171)
C (-4.06756, -1.90443, 1.15874)
C (-4.82431, -0.88517, 0.56691)
C (-4.76691, -0.71739, -0.83275)
C (-3.98940, -1.55945, -1.58812)
C (-3.34436, -2.64061, -1.01776)
H (-3.91707, -1.80014, 2.22310)
H (-5.44927, -0.19870, 1.11880)
H (-5.32545, 0.09340, -1.27667)
H (-3.72311, -1.46562, -2.63056)
H (-2.80088, -3.30967, -1.66845)
O (-5.95566, 5.02140, -3.08034)
N (-5.31461, 4.26291, -2.28513)
O (-4.86257, 3.22181, -2.71110)
C (-5.01576, 4.67720, -0.90681)
C (-4.43877, 3.77448, 0.02325)
C (-4.24001, 4.18283, 1.32370)
C (-4.47777, 5.45081, 1.71873)
C (-4.92770, 6.38503, 0.81173)
C (-5.24768, 5.97986, -0.48042)
H (-4.19834, 2.75636, -0.24515)
H (-3.87959, 3.44020, 2.02011)
H (-4.35041, 5.67660, 2.76716)
H (-5.16916, 7.37099, 1.18049)
H (-5.77155, 6.74913, -1.02832)
O (4.42188, -6.55616, 1.90832)
N (3.23461, -6.11842, 1.82819)
O (3.00511, -4.88228, 1.82171)
C (2.17200, -7.13482, 1.75258)
C (2.57513, -8.44943, 1.59455)
C (1.53137, -9.40591, 1.47441)
C (0.18669, -9.02638, 1.50460)
C (-0.09795, -7.72075, 1.71918)
C (0.88780, -6.78366, 1.92936)
H (3.62448, -8.70474, 1.60263)
H (1.83950, -10.43332, 1.34843)
H (-0.55796, -9.80862, 1.50173)
H (-1.13318, -7.41308, 1.72551)
H (0.61454, -5.75049, 2.08520)
O (-1.86173, 1.12729, 1.85947)
N (-1.57535, 0.83900, 0.66377)
O (-2.03383, 1.51842, -0.27927)
C (-0.70701, -0.32692, 0.37137)
C (-0.23768, -1.11290, 1.40400)
C (0.47503, -2.27270, 1.17863)
C (0.71149, -2.65592, -0.16228)
C (0.25517, -1.86596, -1.19504)
C (-0.45283, -0.69569, -0.93050)
H (-0.58445, -0.85183, 2.39294)
H (0.85548, -2.87601, 1.98961)
H (1.24662, -3.58627, -0.28261)
H (0.37146, -2.20704, -2.21315)
H (-0.86052, -0.05133, -1.69536)
O (2.35336, 3.01627, -4.90614)
N (3.43538, 3.64351, -5.16476)
O (3.75750, 4.22047, -6.17800)
C (4.29667, 3.93319, -3.91571)
C (5.44066, 4.67415, -3.94354)
C (6.28040, 4.89603, -2.83983)
C (5.85685, 4.39868, -1.62592)
C (4.75138, 3.53257, -1.55707)
C (3.92037, 3.39443, -2.65976)
H (5.71486, 4.98500, -4.94082)
H (7.16689, 5.51025, -2.89693)
H (6.34388, 4.63110, -0.69041)
H (4.38630, 3.29772, -0.56815)
H (3.01767, 2.80154, -2.66417)
O (-2.03459, -5.60590, -2.61546)
N (-1.30820, -6.45181, -2.01550)
O (-1.82223, -7.42803, -1.41818)
C (0.19373, -6.32673, -2.13258)
C (0.92511, -7.39250, -1.71960)
C (2.29483, -7.48085, -1.97739)
C (2.96755, -6.46200, -2.54758)
C (2.27804, -5.31340, -2.93657)
C (0.87772, -5.25376, -2.75093)
H (0.38124, -8.15955, -1.18834)
H (2.80186, -8.35541, -1.59730)
H (4.04581, -6.51261, -2.58218)
H (2.80576, -4.48592, -3.38734)
H (0.41436, -4.32516, -3.04989)
O (0.51233, -3.26033, -5.43476)
N (0.95638, -2.07848, -5.37017)
O (2.14001, -1.70680, -5.61005)
C (0.01154, -1.03474, -4.96806)
C (-1.34697, -1.28478, -4.83760)
C (-2.23340, -0.30822, -4.46620)
C (-1.68683, 0.98106, -4.08627)
C (-0.35457, 1.27989, -4.09207)
C (0.44032, 0.23355, -4.50577)
H (-1.89579, -2.20056, -5.00054)
H (-3.30631, -0.39132, -4.55767)
H (-2.28450, 1.78223, -3.67721)
H (0.09082, 2.23790, -3.86791)
H (1.50571, 0.40564, -4.46409)
O (1.67520, 4.38456, 0.20722)
N (1.04374, 4.20276, -0.83649)
O (0.68682, 3.16792, -1.38453)
C (0.46786, 5.38101, -1.51916)
C (0.06815, 6.50085, -0.82470)
C (-0.42103, 7.63198, -1.51248)
C (-0.53914, 7.57763, -2.86666)
C (-0.27177, 6.45579, -3.57064)
C (0.19524, 5.33604, -2.91490)
H (-0.00459, 6.61705, 0.24657)
H (-0.64167, 8.53785, -0.96740)
H (-0.94468, 8.36659, -3.48268)
H (-0.44567, 6.33553, -4.62974)
H (0.48274, 4.48659, -3.51672)
O (3.36054, -1.66517, -2.72175)
N (3.21527, -0.58671, -2.13707)
O (3.07323, 0.48466, -2.71407)
C (3.22095, -0.60996, -0.61890)
C (2.91431, 0.60140, 0.09397)
C (3.06582, 0.61671, 1.44142)
C (3.34480, -0.53793, 2.10194)
C (3.64305, -1.69480, 1.45714)
C (3.61304, -1.72407, 0.04884)
H (2.49466, 1.51849, -0.29235)
H (2.88109, 1.50318, 2.03001)
H (3.49988, -0.46923, 3.16854)
H (3.95570, -2.57908, 1.99259)
H (3.80757, -2.72102, -0.31810)

Here are the Mulliken charges for atoms 1 to 2, given in e: -0.547 0.952


Record 2
DFT (ωB97M-V with the def2-TZVPD basis set) results for a structure of composition C66H56B3F13NO5PS in a non-equilibrium geometry.

Computed properties:
Calculated total energy   -138565.480 eV
HOMO   -9.03 eV
Frontier orbital gap   7.601 eV

Positions of all 146 atoms, in Å:
O (0.07261, -0.44437, 3.66097)
P (-0.34727, -1.03082, 2.14591)
O (-1.33025, -2.35132, 2.45769)
S (1.18443, -1.53934, 1.09471)
B (-1.50928, 0.22338, 1.23398)
O (-2.54836, -0.33322, 0.44859)
B (-3.71117, 0.34172, 0.94938)
C (-4.87223, -0.41942, 1.68101)
C (-6.00935, 0.23089, 2.33008)
C (-7.06153, -0.44892, 3.04183)
N (-7.06480, -1.79925, 3.14926)
C (-6.04461, -2.43020, 2.53611)
C (-4.93170, -1.89446, 1.79214)
O (-3.67085, 1.76542, 0.77235)
B (-2.63529, 2.13638, 1.65927)
C (-2.99720, 3.04862, 2.95418)
F (-2.59992, 4.34721, 2.86780)
F (-4.37651, 3.06588, 3.06954)
F (-2.53776, 2.46074, 4.11861)
O (-1.34380, 1.63185, 1.37615)
H (-0.78756, -0.27732, 4.10342)
H (-0.79510, -3.16631, 2.43044)
H (-6.06307, 1.34375, 2.26691)
H (-7.87041, 0.13357, 3.53172)
H (-6.05661, -3.54538, 2.62801)
H (-4.15429, -2.54142, 1.33729)
F (0.86525, -4.59395, 4.94588)
C (1.84028, -3.75444, 5.34489)
C (1.56589, -2.40597, 5.46052)
C (2.56905, -1.54000, 5.87423)
C (3.83792, -2.03379, 6.15871)
C (4.10175, -3.39287, 6.03267)
C (3.09461, -4.25894, 5.62796)
H (0.57679, -2.04263, 5.22680)
H (2.36279, -0.48136, 5.97397)
H (4.62187, -1.35701, 6.47749)
H (5.09163, -3.77771, 6.24828)
H (3.27897, -5.32103, 5.53175)
F (-3.66578, 10.21264, 5.40253)
C (-3.95816, 8.99839, 4.90416)
C (-4.59452, 8.90405, 3.68044)
C (-4.89190, 7.64996, 3.16343)
C (-4.55900, 6.50702, 3.88102)
C (-3.92403, 6.61641, 5.11207)
C (-3.61604, 7.86942, 5.62570)
H (-4.85342, 9.80640, 3.13996)
H (-5.38349, 7.56379, 2.20191)
H (-4.79542, 5.53046, 3.47908)
H (-3.66853, 5.72508, 5.67261)
H (-3.11366, 7.97404, 6.57924)
F (-10.04682, 12.92484, 0.86639)
C (-8.77200, 12.80512, 1.27737)
C (-8.31753, 13.59899, 2.31520)
C (-7.00233, 13.47133, 2.74213)
C (-6.15634, 12.56032, 2.11994)
C (-6.62515, 11.77262, 1.07526)
C (-7.94263, 11.89122, 0.65417)
H (-8.98968, 14.30852, 2.78165)
H (-6.63678, 14.08180, 3.55878)
H (-5.12861, 12.46495, 2.45157)
H (-5.96432, 11.06558, 0.58806)
H (-8.32713, 11.28157, -0.14968)
F (5.19145, -7.12282, 7.33100)
C (4.28010, -7.22734, 8.31877)
C (3.48131, -6.13967, 8.62201)
C (2.53937, -6.25001, 9.63603)
C (2.41490, -7.44177, 10.34083)
C (3.22750, -8.52502, 10.02867)
C (4.16288, -8.42018, 9.00747)
H (3.59832, -5.21745, 8.06801)
H (1.90311, -5.40724, 9.87713)
H (1.68233, -7.52534, 11.13495)
H (3.13270, -9.45202, 10.58092)
H (4.79861, -9.25651, 8.74444)
F (3.93262, -5.89098, 1.23481)
C (4.83353, -6.62134, 1.91812)
C (5.91092, -7.16550, 1.24714)
C (6.84366, -7.91518, 1.95249)
C (6.68004, -8.11815, 3.31958)
C (5.58781, -7.56689, 3.98063)
C (4.66215, -6.80997, 3.27582)
H (6.01529, -7.00197, 0.18386)
H (7.69704, -8.34014, 1.43815)
H (7.40601, -8.70583, 3.86925)
H (5.45749, -7.72673, 5.04351)
H (3.81054, -6.36583, 3.77339)
F (-7.12803, 10.66199, -1.84236)
C (-7.37454, 10.79488, -3.15975)
C (-6.57544, 11.63152, -3.91630)
C (-6.82698, 11.76447, -5.27537)
C (-7.87964, 11.06813, -5.85793)
C (-8.67755, 10.23457, -5.08405)
C (-8.42096, 10.09190, -3.72684)
H (-5.76523, 12.17193, -3.44269)
H (-6.20315, 12.41115, -5.88007)
H (-8.07742, 11.17623, -6.91780)
H (-9.50016, 9.69539, -5.53770)
H (-9.02669, 9.44016, -3.10949)
F (6.92806, -5.19217, -0.93172)
C (6.46748, -5.42308, -2.17453)
C (7.36305, -5.71229, -3.18760)
C (6.88385, -5.95236, -4.46913)
C (5.51823, -5.88997, -4.72300)
C (4.63080, -5.59418, -3.69581)
C (5.10632, -5.36431, -2.41141)
H (8.42382, -5.74742, -2.97186)
H (7.57498, -6.18657, -5.26994)
H (5.14735, -6.07214, -5.72050)
H (3.56721, -5.54185, -3.89575)
H (4.42901, -5.14000, -1.59596)
F (4.26879, -5.04322, -7.38733)
C (4.21078, -5.63325, -8.59513)
C (5.13939, -6.60531, -8.91978)
C (5.07525, -7.21689, -10.16491)
C (4.09145, -6.84196, -11.07243)
C (3.16796, -5.86007, -10.73426)
C (3.22354, -5.25487, -9.48576)
H (5.90367, -6.87829, -8.20237)
H (5.79228, -7.98492, -10.42787)
H (4.04528, -7.31697, -12.04527)
H (2.40410, -5.56554, -11.44349)
H (2.50730, -4.49398, -9.20114)
F (0.20761, -0.31279, -5.81513)
C (0.29991, -1.02885, -4.67614)
C (1.15762, -2.11396, -4.62149)
C (1.24689, -2.84381, -3.44260)
C (0.47588, -2.48971, -2.34183)
C (-0.38335, -1.40145, -2.41387)
C (-0.46895, -0.66178, -3.58609)
H (1.75098, -2.39003, -5.49106)
H (1.91912, -3.69134, -3.38294)
H (0.54623, -3.06474, -1.42642)
H (-0.98754, -1.12879, -1.55708)
H (-1.12756, 0.19518, -3.65846)
F (3.18633, -2.34220, -6.73336)
C (3.79212, -1.19298, -7.10192)
C (4.99511, -1.26023, -7.78060)
C (5.62388, -0.08478, -8.16819)
C (5.04815, 1.14282, -7.86356)
C (3.84171, 1.19541, -7.17684)
C (3.20538, 0.02046, -6.79750)
H (5.43227, -2.22639, -8.00168)
H (6.56269, -0.12574, -8.70690)
H (5.54193, 2.05996, -8.16276)
H (3.39527, 2.15249, -6.93599)
H (2.26280, 0.04387, -6.27091)

Here are the Mulliken charges for atoms 1 to 2, given in e: -0.506 0.484